1.
C4H11O3P2Y | wB97M-V/def2-TZVPD

Structure (XYZ):
```
21
Properties=species:S:1:pos:R:3:forces:R:3:mulliken_charge:R:1
C -0.30760 2.07585 0.68388 -0.19 -0.10 -0.40 -1.1869
C -0.57935 1.28379 -0.62301 -0.59 0.22 -0.57 -0.5062
P -0.76782 -0.56409 -0.31711 0.42 -0.08 2.13 -0.0129
C -2.42551 -0.67586 0.52080 0.72 -0.19 -0.96 -1.2378
C 0.40047 -1.31198 0.75274 -0.35 1.16 -2.57 -0.4330
P 2.09614 -1.29431 0.20618 -0.03 -0.45 0.85 0.8300
O 2.89091 -1.65833 1.32927 1.36 -0.52 1.93 -0.5885
O 2.61930 0.14048 -0.31958 -0.96 -0.29 -1.09 -0.4652
O 2.20192 -2.34544 -1.00363 -0.75 1.01 -1.45 -0.5111
H 0.36165 2.88180 0.42270 0.40 0.10 0.09 0.3402
H 0.12006 1.47452 1.47261 0.18 -0.05 0.18 0.3128
H -1.21754 2.55833 1.00599 -0.32 -0.12 0.32 0.3888
H -1.52276 1.65769 -1.02240 -0.09 0.19 -0.23 0.5562
H 0.18859 1.53610 -1.35101 0.20 -0.21 -0.15 0.5028
H -3.18522 -0.08209 0.02415 -0.29 0.21 0.09 0.4717
H -2.69553 -1.72510 0.55209 -0.18 -0.17 0.20 0.4726
H -2.24988 -0.32694 1.53242 -0.10 0.16 0.25 0.3422
H 0.37319 -0.74167 1.67619 -0.25 -0.48 0.60 0.4056
H 2.26347 0.36920 -1.19259 0.38 0.30 0.17 0.2982
H 2.87969 -2.06874 -1.64392 0.18 -0.45 0.26 0.3590
Y -1.44420 -1.18320 -2.70577 0.25 -0.23 0.34 1.6615
```
Positions in Å, forces in eV/Å.

Calculated total energy in Ha: -1104.97716
Charge: +2
Lowest unoccupied orbital energy in eV: -11.5
HOMO level in eV: -15.25
2S+1: 1

=====

2.
C4H11O3PS | wB97M-V/def2-TZVPD

Structure (XYZ):
```
20
Properties=species:S:1:pos:R:3:forces:R:3:mulliken_charge:R:1
C -0.70101 0.48482 3.09648 -1.73 0.35 -0.74 -0.4236
O 0.39374 0.84555 2.30521 1.32 0.17 -0.55 -0.2859
P 0.58540 0.72943 0.71948 -0.74 0.56 -0.82 0.4660
S -1.14261 0.51518 -0.24071 0.70 0.23 1.14 -0.4744
H -0.31776 0.13121 4.05480 -0.19 -0.06 -0.14 0.2139
H -1.20417 -0.32460 2.47109 -0.19 1.05 1.44 0.2402
H -1.31675 1.44632 3.24154 0.45 -1.79 -0.13 0.1942
C -0.41835 -3.32048 -0.25762 -0.49 1.98 -1.21 -0.7474
C 0.52665 -2.18910 -0.67745 -0.51 -0.60 4.01 0.0584
O 1.14391 -1.57352 0.18111 -0.01 -0.76 -1.20 -0.5220
H -0.91211 -3.58410 -1.21134 0.21 -0.98 0.83 0.2873
H 0.25655 -3.96627 0.25360 0.26 -1.40 -0.13 0.3042
H -1.17819 -3.05314 0.50088 0.43 0.39 -0.50 0.2166
H 0.65329 -2.05359 -1.70914 0.41 0.60 -1.79 0.4613
C 0.68213 2.44041 -2.46543 0.48 4.25 -1.08 -0.5238
O 0.95457 2.95822 -1.18125 -1.17 -0.02 1.91 -0.4854
H 1.70491 2.35340 -2.88708 -0.94 -0.84 -0.14 0.1961
H 0.22512 3.37499 -2.99316 0.47 -1.83 0.02 0.2592
H -0.03169 1.65133 -2.49277 -0.01 -1.01 -0.08 0.2581
H 0.09635 3.13396 -0.70824 1.23 -0.30 -0.84 0.3070
```
Positions in Å, forces in eV/Å.

Calculated total energy in Ha: -1124.20189
Lowest unoccupied orbital energy in eV: -0.4
HOMO level in eV: -8.72
2S+1: 1
SMILES: COP=S.CC=O.CO
Energy above the lowest of the compared OMol25 structures with the same formula, charge and spin in kJ/mol: 0.0

=====

3.
C4H11O3Tl | wB97M-V/def2-TZVPD

Structure (XYZ):
```
19
Properties=species:S:1:pos:R:3:forces:R:3:mulliken_charge:R:1
C -1.29253 1.13398 1.81532 0.28 -0.73 0.25 -0.6604
H -2.34376 1.43276 1.72003 0.38 -0.10 -0.13 0.2364
H -0.95956 1.35001 2.84486 -0.09 -0.06 -0.16 0.3097
H -0.65112 1.71805 1.13549 -0.31 -0.24 0.00 0.2415
O -1.68925 0.90803 -2.99712 2.79 3.86 4.31 -0.6917
Tl -2.26487 -0.08311 -4.49328 -1.88 -3.14 -4.56 0.4098
H -0.95080 1.56010 -3.01372 -0.90 -0.70 0.24 0.2806
O -1.23499 -0.28509 1.57069 -0.20 0.83 0.01 -0.3138
C 1.39904 -0.62505 -1.56377 0.08 0.46 0.03 -0.6234
O 0.66768 -1.11232 -0.46926 -0.38 0.29 -0.05 -0.2655
C 1.06852 -0.58900 0.76921 0.34 0.01 0.15 -0.4217
C 0.01248 -0.89454 1.81266 0.03 0.01 0.15 -0.5624
H 0.79271 -0.79787 -2.46222 0.51 -0.44 0.16 0.1585
H 1.53097 0.47091 -1.54211 -0.08 -0.11 0.32 0.2688
H 2.41375 -1.06016 -1.55528 -0.32 -0.06 -0.49 0.3109
H 1.24821 0.50074 0.71636 -0.10 -0.22 -0.14 0.3227
H 2.02248 -1.05592 1.07821 -0.13 0.13 0.07 0.3354
H 0.40250 -0.59410 2.80109 -0.03 -0.05 -0.12 0.3780
H -0.17146 -1.97744 1.83285 -0.01 0.27 -0.03 0.2866
```
Positions in Å, forces in eV/Å.

Calculated total energy in Ha: -557.11283
Lowest unoccupied orbital energy in eV: 0.2
HOMO level in eV: -8.82
2S+1: 1
Energy above the lowest of the compared OMol25 structures with the same formula, charge and spin in kJ/mol: 69.5

=====

4.
C4H11O3Zn | wB97M-V/def2-TZVPD

Structure (XYZ):
```
19
Properties=species:S:1:pos:R:3:forces:R:3:mulliken_charge:R:1
C -2.84715 1.43467 0.05454 -2.03 1.15 0.01 -0.3724
O -0.39084 0.58158 -0.07902 -0.21 -1.12 -0.12 -0.2753
C -0.28109 -0.77846 0.17072 -0.14 0.55 0.07 -0.3501
C 1.05873 -1.31781 -0.30264 0.00 -0.37 -0.20 -0.6154
O 2.06164 -0.45376 0.21642 0.37 -0.97 0.16 0.1704
C 3.38191 -0.84032 -0.09979 0.09 0.04 -0.04 -0.9565
Zn 1.27769 1.55554 0.11505 0.37 1.70 0.04 -0.7216
H -2.24821 2.26225 -0.35794 0.09 -0.70 0.41 0.1922
H -2.92343 0.61408 -0.67137 0.40 0.22 0.59 0.1204
H -2.59068 1.14823 1.08779 0.34 -0.06 -0.85 0.2255
H -1.06879 -1.37365 -0.33517 0.04 0.04 0.00 0.2596
H -0.38242 -1.00127 1.25469 0.07 -0.09 -0.10 0.2474
H 1.11578 -1.31271 -1.40621 -0.04 0.03 0.21 0.3336
H 1.22880 -2.34794 0.05406 0.02 0.11 -0.03 0.2948
H 4.05477 -0.06578 0.28791 -0.24 -0.16 -0.13 0.1758
H 3.62122 -1.80696 0.36967 -0.04 0.12 -0.09 0.2542
H 3.51552 -0.92386 -1.19057 0.00 0.02 0.21 0.3186
O -4.27674 1.94008 0.11360 0.73 -0.46 -0.14 -0.5777
H -4.30671 2.68608 0.71827 0.19 -0.04 -0.01 0.2764
```
Positions in Å, forces in eV/Å.

Calculated total energy in Ha: -2163.98723
Charge: -1
Lowest unoccupied orbital energy in eV: 3.3
HOMO level in eV: -1.30
2S+1: 1
Energy above the lowest of the compared OMol25 structures with the same formula, charge and spin in kJ/mol: 0.0

=====

5.
C4H11O4 | wB97M-V/def2-TZVPD

Structure (XYZ):
```
19
Properties=species:S:1:pos:R:3:forces:R:3:mulliken_charge:R:1
O -0.63892 -2.93098 -2.13812 0.03 0.48 -0.08 -0.5569
C -0.27051 -2.07770 -1.34879 -0.55 -1.40 -0.01 -0.0637
C -0.35910 -0.61502 -1.55059 -0.64 0.08 -0.49 -0.3630
C 0.98450 0.03652 -1.28119 -0.04 0.10 0.38 -0.6814
C 1.00316 0.72368 0.09644 -0.39 -0.53 0.99 -0.4808
O -0.26323 1.16686 0.46636 0.80 -0.19 -0.47 -0.9272
H 0.15300 -2.48882 -0.40324 0.10 0.73 0.02 0.3770
H -1.14389 -0.16805 -0.92376 0.38 -0.13 0.26 0.3087
H -0.67804 -0.40899 -2.57174 -0.01 -0.33 -0.19 0.2918
H 1.70915 -0.78323 -1.32352 0.52 0.43 -0.13 0.3490
H 1.15133 0.74896 -2.08391 0.33 0.10 -0.06 0.2829
H 1.42705 0.00822 0.84119 -0.38 -0.34 -0.13 0.2386
H 1.76576 1.49787 0.19987 0.13 0.57 -0.69 0.3850
H -0.63431 2.15855 2.98319 -0.04 -0.17 -0.09 0.2407
H -0.01497 2.07362 1.49784 -0.51 -0.01 0.97 0.4842
O 0.04828 2.56397 2.44665 0.38 0.52 -0.18 -0.7887
H -0.76221 -0.12918 1.51401 0.13 0.21 -0.14 0.3419
H -2.16947 -0.54156 1.62800 0.01 -0.26 0.19 0.2912
O -1.30758 -0.83472 1.95133 -0.26 0.15 -0.15 -0.7293
```
Positions in Å, forces in eV/Å.

Calculated total energy in Ha: -459.98702
Charge: -1
Lowest unoccupied orbital energy in eV: 3.8
HOMO level in eV: -4.52
2S+1: 1
Energy above the lowest of the compared OMol25 structures with the same formula, charge and spin in kJ/mol: 166.4

=====

6.
C4H11P | wB97M-V/def2-TZVPD

Structure (XYZ):
```
16
Properties=species:S:1:pos:R:3:forces:R:3:mulliken_charge:R:1
C 0.52286 -0.66240 -1.88376 2.42 -0.10 0.58 -0.8377
C 1.63556 -0.41658 1.10638 0.40 -1.79 1.41 -1.0994
C -1.97885 0.12679 -0.87929 0.03 0.03 -1.09 -1.0689
C 0.19332 -0.02928 0.99874 -0.06 0.23 2.74 -0.2298
P -0.13276 0.30057 -0.69295 -2.77 3.09 -1.89 0.0720
H 1.65566 -0.87897 -1.81280 -2.04 0.37 -0.47 0.2840
H 0.08424 -0.55289 -2.88474 0.19 -0.16 0.55 0.2507
H 1.79644 -0.86635 0.16214 1.21 -1.09 -0.53 0.2573
H 2.27647 0.43649 1.16473 0.42 0.54 0.28 0.3265
H 1.85014 -1.17090 1.95546 -0.28 1.34 -1.38 0.2897
H -2.39971 0.76963 -1.74801 0.75 -1.61 1.30 0.3394
H -2.22226 -0.97327 -0.82858 0.39 0.95 -1.12 0.3729
H -2.50204 0.40992 -0.00078 -0.17 1.12 1.01 0.3521
H 0.01690 0.74403 1.81210 -0.51 -0.48 -1.64 0.3191
H -0.46102 -0.88462 1.21623 0.13 0.06 0.08 0.3431
H -0.02052 2.56775 -0.73913 -0.12 -2.50 0.18 0.0291
```
Positions in Å, forces in eV/Å.

Calculated total energy in Ha: -500.18018
Lowest unoccupied orbital energy in eV: 0.3
HOMO level in eV: -7.50
2S+1: 1
Energy above the lowest of the compared OMol25 structures with the same formula, charge and spin in kJ/mol: 391.5

=====

7.
C4H11PS | wB97M-V/def2-TZVPD

Structure (XYZ):
```
17
Properties=species:S:1:pos:R:3:forces:R:3:mulliken_charge:R:1
C -1.25796 -1.00499 0.12836 1.46 1.41 -1.31 -1.8814
C -0.14080 0.01211 -0.07345 -0.86 1.18 -0.26 1.2580
C -0.20461 0.93247 1.12056 4.57 -0.43 1.15 -1.6478
C -0.27908 0.88103 -1.41081 3.01 -2.15 2.55 -1.6644
P 1.46870 -0.77643 0.04120 1.70 -0.29 0.88 0.1293
S 3.13929 0.21614 -0.11903 -0.18 0.33 -0.43 -0.4085
H -1.36058 -1.49634 -0.77064 -1.07 -1.05 -2.23 0.5228
H -1.05901 -1.76888 0.78246 0.85 -1.61 2.17 0.5057
H -2.10141 -0.49235 0.45896 -1.74 0.69 0.22 0.4289
H 0.87729 1.35279 1.26526 -2.05 0.35 -0.40 0.3426
H -0.23896 0.34792 2.02882 -0.52 -0.43 0.37 0.4523
H -0.96475 1.64059 1.15617 -1.20 1.38 -0.32 0.4490
H 0.65828 1.37414 -1.61389 0.34 0.34 0.06 0.4147
H -0.50722 0.30986 -2.23163 -0.63 -1.61 -1.97 0.4633
H -1.00296 1.55936 -1.24882 -2.56 2.45 0.50 0.4575
H 1.37873 -1.79277 -0.93362 -0.14 -0.34 0.45 0.0901
H 1.59505 -1.29464 1.42011 -0.97 -0.22 -1.44 0.0879
```
Positions in Å, forces in eV/Å.

Calculated total energy in Ha: -898.50388
Lowest unoccupied orbital energy in eV: 0.7
HOMO level in eV: -8.48
2S+1: 1
SMILES: CC(C)(C)[PH2]=S
Energy above the lowest of the compared OMol25 structures with the same formula, charge and spin in kJ/mol: 80.6

=====

8.
C4H11PSi | wB97M-V/def2-TZVPD

Structure (XYZ):
```
17
Properties=species:S:1:pos:R:3:forces:R:3:mulliken_charge:R:1
C -3.40490 -0.47234 -0.78471 -0.05 -0.21 0.69 -0.5928
P -2.05753 -0.32107 0.15245 2.71 1.06 0.71 0.2192
Si 0.24458 0.04914 -0.08341 0.13 0.74 1.23 0.3986
C 0.62346 -0.62319 -1.74061 -0.76 2.15 -3.05 -0.9707
C 0.82891 1.89238 0.41946 0.20 -0.68 -0.39 -1.0657
C 1.05920 -1.05702 1.22345 0.65 -1.59 -3.18 -1.0467
H -4.14248 -0.48051 0.04419 -0.52 0.18 -0.48 0.2118
H -1.83398 0.19488 1.49136 -1.28 -0.44 0.05 0.0044
H 1.51937 -0.22032 -2.28264 -0.27 -0.86 0.92 0.3385
H 0.61774 -1.67099 -1.50856 0.28 -0.74 -0.60 0.2698
H -0.19221 -0.36141 -2.56358 1.22 -0.79 2.01 0.3035
H 1.03617 2.21595 1.48643 -0.94 -0.77 -1.11 0.3147
H 1.76716 2.19778 -0.09121 -0.44 -0.60 -0.07 0.3405
H 0.04703 2.45138 -0.08521 -0.12 0.78 0.42 0.3213
H 0.69234 -0.98578 2.18145 -1.08 0.09 2.19 0.3980
H 1.13301 -2.16329 0.88991 -0.19 1.76 0.63 0.2775
H 2.06212 -0.64558 1.25122 0.46 -0.08 0.02 0.2782
```
Positions in Å, forces in eV/Å.

Calculated total energy in Ha: -789.70054
Lowest unoccupied orbital energy in eV: 0.0
HOMO level in eV: -8.90
2S+1: 1
SMILES: C#[PH][Si](C)(C)C
Energy above the lowest of the compared OMol25 structures with the same formula, charge and spin in kJ/mol: 256.5